[1]
38
Properties=species:S:1:pos:R:3 method="wB97M-V/def2-TZVPD" total_charge=+2 homo_ev="-15.27 / -15.30" spin_multiplicity=2 s2=1.756 energy_ha=-1012.2761
H -0.177 -1.015 -2.001
H -2.439 -0.559 -2.640
C 0.688 2.452 -0.426
H -1.472 3.151 1.512
H 1.789 2.528 0.030
H 0.244 3.550 -0.431
C -0.259 1.393 0.445
C 3.606 -0.323 -0.455
H 1.718 0.686 1.333
H -3.501 -0.644 1.044
H 4.171 -2.070 1.059
H 5.537 -0.639 0.741
H 0.242 -0.261 2.022
S 1.342 -2.646 0.943
H 0.583 -2.678 2.129
C 2.179 -0.804 -1.103
C -0.400 -1.348 -0.877
H -2.556 -2.329 0.925
H 3.973 0.772 -0.738
Be -4.663 1.179 -2.034
H 0.222 2.601 2.362
H -0.645 -2.510 -0.949
C -1.716 -0.507 -0.366
C 4.463 -1.092 0.487
C -2.866 -0.725 -1.563
H -3.863 -0.145 -1.340
H -3.137 -1.886 -1.498
H -1.347 1.497 2.477
H 1.813 0.038 -1.858
C 0.968 -1.045 -0.029
O -1.725 1.633 -1.418
C -2.429 -1.166 0.997
C 0.684 0.186 1.008
H -1.869 -0.810 1.983
H 2.258 -1.798 -1.757
H 0.850 2.086 -1.544
C -0.744 2.263 1.789
N -1.524 0.985 -0.258

---

[2]
51
Properties=species:S:1:pos:R:3 method="wB97M-V/def2-TZVPD" total_charge=-3 homo_ev=-0.51 spin_multiplicity=1 energy_ha=-3323.4427
K 5.489 4.275 -1.712
O 2.781 -0.206 2.799
H -2.053 1.555 -5.715
H 4.323 -5.308 2.505
C 8.205 -3.517 0.174
H 7.476 -1.700 1.340
H -3.149 2.468 3.574
O 3.401 -5.137 2.696
H -1.610 4.905 -1.121
H -5.880 -1.949 -1.171
O 0.000 7.050 -1.469
K 0.060 -2.851 6.738
H -1.975 0.035 -4.777
O 9.072 -4.202 0.690
C -1.392 0.803 -5.284
H -3.895 0.925 3.703
H 2.056 0.594 -0.316
C -6.258 -2.732 -0.513
H 7.943 -1.430 -0.307
O -1.215 0.155 -7.535
C -4.017 1.976 5.560
O -5.048 2.380 6.102
H -6.417 -2.360 0.499
H 3.360 -4.194 2.854
H -2.265 5.668 -2.538
O 2.854 1.773 1.904
C -0.714 0.043 -6.389
H 9.130 -1.658 0.811
O -0.588 -4.785 -3.367
C -2.089 5.819 -1.473
C -5.154 -3.837 -0.471
H -2.948 5.917 -0.809
O -1.700 8.091 -0.731
H -4.842 2.489 3.432
O -4.113 -3.539 0.122
C -4.040 1.974 3.962
H -0.126 -3.982 -3.608
K 1.761 3.839 6.603
O 0.313 -0.602 -6.082
H 1.830 -0.917 0.466
C -1.182 7.071 -1.187
H -7.138 -3.245 -0.903
C 2.484 0.602 1.879
H -0.717 1.262 -4.562
O -3.008 1.634 6.162
H 0.628 0.179 0.783
C 1.705 0.155 0.619
C 8.148 -2.059 0.560
H -1.409 -4.482 -2.980
O -5.445 -4.985 -0.875
O 7.367 -3.957 -0.641

---

[3]
35
Properties=species:S:1:pos:R:3 method="wB97M-V/def2-TZVPD" total_charge=0 homo_ev=-7.01 spin_multiplicity=1 energy_ha=-868.4218
C 1.085 0.551 0.976
H -3.405 -0.335 1.076
C -1.855 -1.279 -1.707
H 0.063 -2.406 -3.081
H 3.075 1.140 1.517
H 0.114 -4.252 -2.935
H -1.789 0.780 -1.774
H -1.849 -3.671 -1.545
H 1.793 2.094 2.251
H 1.069 -3.234 -1.791
H 2.365 -0.923 2.985
C 0.770 1.168 -0.326
C 1.997 0.095 3.223
H 2.008 2.365 -1.622
C 0.213 0.225 -1.367
H -3.382 1.095 0.176
S -1.173 -2.654 -1.082
C -1.295 -0.016 -1.158
H 0.629 3.165 -0.981
C -0.257 1.135 0.745
H 0.572 -0.723 -1.133
C -1.417 0.241 0.379
C 0.101 -3.249 -2.422
H 0.980 -0.562 0.910
C -2.793 0.599 0.883
C 2.054 1.024 1.967
H -1.215 -0.722 0.906
H 1.914 2.916 0.152
C 1.409 2.550 -0.778
H 0.265 0.518 -2.411
H -2.213 -1.396 -2.776
H -0.544 2.034 1.174
H 2.455 0.480 4.157
H -2.708 1.136 1.753
H 0.964 0.109 3.658

---

[4]
50
Properties=species:S:1:pos:R:3 method="wB97M-V/def2-TZVPD" total_charge=0 homo_ev="-5.75 / -10.72" spin_multiplicity=9 s2=20.011 energy_ha=-2575.9369
O 0.509 2.140 1.311
C -3.155 -0.230 2.085
O 0.329 -4.258 0.386
H 2.042 -3.039 0.235
H 2.145 2.762 3.483
H -1.086 -0.085 -4.756
H -2.912 -0.362 -0.058
H 2.955 2.859 1.910
C -1.576 0.459 -3.955
H 1.001 -3.082 -1.183
C -1.367 3.515 -0.048
O -1.919 0.161 2.384
H -1.837 2.711 0.515
C 0.491 3.346 1.370
H 1.935 -4.562 -0.739
C 5.139 2.012 -0.988
F -0.473 0.619 -0.864
O -0.373 -2.213 0.977
C 1.416 -3.683 -0.377
C -1.247 -5.438 1.992
H -3.252 -1.283 2.449
H 3.973 0.881 -2.309
H 4.338 0.011 -0.818
H -1.581 -6.030 1.143
F 1.398 -0.588 -0.287
O -1.294 -4.029 1.865
H -3.930 0.156 2.780
N -3.747 1.655 -4.783
C -2.791 1.139 -4.412
H -3.711 1.011 0.567
Cr 0.029 -0.001 1.215
C -0.453 -3.414 1.039
F 0.770 -0.672 -2.424
H 5.586 0.264 -2.044
N 5.639 2.884 -0.166
C 4.742 0.740 -1.541
H -1.884 -5.700 2.837
F 1.475 1.371 -1.572
H -4.670 -0.493 0.497
C 2.408 3.427 2.662
O -0.387 4.144 0.784
C -3.682 -0.082 0.663
B 0.824 0.175 -1.326
H -0.258 -5.785 2.294
H 3.116 4.172 3.018
H -1.956 -0.292 -3.259
H -2.093 4.291 -0.276
H -0.961 3.160 -0.993
O 1.276 4.110 2.124
H -0.940 1.147 -3.410

---

[5]
46
Properties=species:S:1:pos:R:3 method="wB97M-V/def2-TZVPD" total_charge=-1 homo_ev=-3.60 spin_multiplicity=1 energy_ha=-4198.4042
O 0.744 0.466 2.063
O 2.995 -0.550 2.009
H -0.886 2.329 -3.724
H 2.117 3.171 -3.534
H -1.286 3.847 -4.542
H -4.926 -3.069 5.066
F -6.541 -1.329 4.484
C 0.643 3.060 -5.106
N 1.189 -1.494 0.532
C 2.320 0.817 -2.716
H 3.184 1.406 -2.391
H -2.152 0.134 5.547
Br -0.109 -2.840 0.765
C 2.068 1.113 -4.188
H 0.792 3.995 -5.652
F -4.987 -0.077 3.686
C 2.599 -0.651 -2.401
C -1.962 -0.143 4.509
C 1.970 2.640 -4.474
O -4.364 -2.710 3.113
H 4.147 -0.998 -0.896
H -1.135 -2.092 4.760
S 1.580 -0.671 1.940
O -3.091 -2.291 5.038
H 3.044 -2.578 0.414
H -2.679 0.379 3.881
H -0.967 0.208 4.224
H 1.116 0.663 -4.478
H -0.122 3.823 -3.223
C -0.480 3.271 -4.091
H 3.387 -1.015 -3.060
H 0.336 2.321 -5.848
C 2.372 -1.991 -0.211
H -2.078 -1.942 3.284
C -5.218 -1.058 4.576
H 2.852 0.676 -4.804
H 1.966 -2.674 -0.954
C -2.052 -1.658 4.342
H 2.781 2.913 -5.151
H 1.695 -1.237 -2.563
C 3.073 -0.835 -0.940
H 2.866 0.080 -0.390
F 1.184 -1.683 3.043
C -4.403 -2.372 4.361
F -5.054 -0.498 5.811
H 1.473 1.146 -2.111

---

[6]
43
Properties=species:S:1:pos:R:3 method="wB97M-V/def2-TZVPD" total_charge=+1 homo_ev=-9.84 spin_multiplicity=1 energy_ha=-3982.7161
H 1.791 -2.295 1.732
H 3.785 0.304 1.648
H 4.572 -0.754 0.430
H -3.509 1.955 -2.754
H 3.172 -1.045 -2.032
H -0.090 -3.415 -4.671
Cd -0.158 0.528 0.277
H 2.182 0.569 -2.049
C 2.228 -0.578 -1.721
C 1.068 -2.173 -3.337
C -1.328 -1.323 -2.282
P 2.157 -0.544 0.113
O 1.838 2.044 -2.283
H 2.055 -2.459 -3.696
C -2.624 -0.738 -1.749
N -0.261 0.705 2.466
H 1.225 2.635 -1.662
H -1.740 1.894 -3.031
C 2.114 -2.290 0.677
H -2.297 -2.591 -3.708
H -0.202 2.598 -0.173
O 0.175 3.285 -0.817
H -3.623 1.925 0.837
H -3.049 -1.428 -1.002
C -3.824 1.098 0.141
H 2.033 2.531 -3.098
H 4.078 0.919 -0.011
H 1.395 -2.885 0.096
C 3.818 0.033 0.584
H 0.332 4.088 -0.278
H -3.997 0.183 0.726
H -3.351 -0.609 -2.569
N -0.173 -0.895 -1.753
C 1.009 -1.241 -2.302
C -2.523 2.067 -2.279
H -2.417 3.093 -1.898
H -4.716 1.335 -0.457
C -0.238 0.382 3.609
Se -0.202 -0.090 5.301
P -2.357 0.878 -0.905
C -0.117 -2.689 -3.856
H 3.107 -2.761 0.611
C -1.334 -2.245 -3.332